# C10H18ClN6

The ion C10H18ClN6 with charge +1 at a distorted geometry (ωB97M-V with the def2-TZVPD basis set, the Open Molecules 2025 dataset).

XYZ file:
```
35
Properties=species:S:1:pos:R:3:forces:R:3:nbo_charge:R:1
C 3.22754 -2.12181 1.97229 0.606 -0.691 -0.772 -0.62
C 3.16865 -2.25283 0.35057 0.926 0.313 0.823 -0.43
C 2.39754 -1.04524 -0.34892 1.335 0.278 0.697 -0.03
Cl 3.34028 -0.64912 -1.91002 -1.015 -0.099 0.664 -0.07
N 0.96678 -1.27470 -0.62063 0.559 -3.995 0.057 -0.20
C 0.36428 -2.57348 -0.80502 -2.891 3.122 -0.385 0.27
N -1.05007 -2.44792 -1.04546 5.578 3.506 1.180 -0.43
C -1.17455 -1.01052 -0.98491 0.406 -1.113 -0.090 0.59
N -2.39974 -0.50069 -1.14328 -0.058 0.590 0.120 -0.57
C -2.82901 0.91355 -1.08324 -2.268 0.544 0.010 -0.31
C -4.37432 0.89016 -0.58288 -0.354 0.626 -0.739 0.10
N -5.35783 1.46598 -1.21030 2.586 -1.289 1.274 -0.53
N 0.01972 -0.27754 -0.76167 -1.782 -2.375 -0.741 -0.20
C 0.37022 1.14682 -0.66840 0.279 2.372 1.242 -0.32
C 0.29416 1.71816 0.84452 -0.008 0.399 1.527 0.30
C -0.43684 3.14145 1.08223 0.494 -0.701 -0.259 -0.71
N 0.82873 1.08947 1.85416 -1.161 1.166 -2.276 -0.63
H 2.42731 -2.75427 2.46853 0.855 1.125 -0.500 0.22
H 4.24484 -2.57731 2.25848 -1.619 0.719 -0.246 0.24
H 3.22605 -1.03082 2.29978 -0.213 -1.534 -0.373 0.23
H 4.26629 -2.15937 0.02210 -1.851 -0.031 0.223 0.26
H 2.84331 -3.29227 0.03421 0.237 1.409 0.289 0.22
H 2.56133 -0.12347 0.31777 -0.720 -1.414 -1.073 0.27
H 0.90588 -3.57255 -0.77775 -0.694 1.848 0.027 0.27
H -3.14857 -1.19114 -1.32988 0.922 0.558 0.169 0.45
H -2.28237 1.55493 -0.32018 -0.362 -1.095 -1.092 0.23
H -2.87474 1.39549 -2.12771 0.515 -0.630 1.567 0.22
H -4.54194 0.31476 0.39369 0.064 0.861 -1.408 0.19
H -4.98452 1.92027 -2.05935 -0.311 -0.109 0.270 0.33
H -0.30751 1.84359 -1.27785 0.839 -1.670 0.621 0.26
H 1.43398 1.39873 -1.02277 -1.516 -1.018 0.244 0.29
H -1.19751 3.38799 0.27396 0.905 -0.316 1.056 0.22
H 0.35105 3.97683 1.07753 -1.174 -1.253 0.114 0.26
H -0.94837 3.06276 2.10432 0.732 0.364 -1.543 0.25
H 0.66997 1.63410 2.72609 0.162 -0.466 -0.677 0.36
```
Positions in Å, forces in eV/Å.

## Properties
HOMO level = -13.03 eV
molar mass = 257.75 g mol⁻¹
DFT total energy = -1180.19792 hartree
charge = +1
structure (SMILES) = [H]/N=C\CNc1ncn([C@H](Cl)CC)[n+]1C/C(C)=N/[H]
frontier orbital gap = 9.425 eV